Formula: C38H46N5O2ScSi
Source: the OMol25 dataset
Level of theory: ωB97M-V/def2-TZVPD

```
93
Properties=species:S:1:pos:R:3:lowdin_charge:R:1
Sc 0.515 0.844 -0.500 0.97
C 3.655 1.216 -0.236 -0.10
N 2.631 0.329 0.355 -0.20
C 2.514 0.615 1.799 -0.10
C 1.874 1.961 2.030 -0.27
C 2.091 2.673 3.200 0.01
C 1.405 3.861 3.399 0.00
C 0.525 4.305 2.424 -0.01
C 0.373 3.544 1.281 -0.08
N 1.037 2.399 1.079 0.04
C 2.958 -1.099 0.107 -0.07
C 2.067 -1.805 -0.889 -0.22
C 2.325 -3.133 -1.203 0.01
C 1.487 -3.788 -2.084 -0.02
C 0.397 -3.110 -2.616 -0.02
C 0.200 -1.798 -2.243 -0.09
N 1.027 -1.151 -1.409 0.03
C 3.490 1.320 -1.724 -0.24
C 4.570 1.378 -2.590 0.02
C 4.329 1.518 -3.946 -0.01
C 3.018 1.581 -4.394 -0.02
C 2.001 1.507 -3.461 -0.10
N 2.223 1.391 -2.149 0.05
H 4.660 0.871 0.030 0.14
H 3.532 2.214 0.195 0.14
H 3.489 0.574 2.301 0.15
H 1.875 -0.154 2.240 0.11
H 2.778 2.294 3.943 0.13
H 1.553 4.431 4.305 0.13
H -0.034 5.220 2.543 0.12
H -0.309 3.845 0.495 0.11
H 2.894 -1.648 1.049 0.12
H 3.996 -1.180 -0.230 0.14
H 3.163 -3.642 -0.746 0.13
H 1.670 -4.822 -2.342 0.13
H -0.292 -3.591 -3.294 0.12
H -0.654 -1.236 -2.607 0.12
H 5.578 1.313 -2.206 0.13
H 5.152 1.567 -4.646 0.13
H 2.786 1.674 -5.445 0.12
H 0.963 1.521 -3.774 0.11
C -2.615 0.645 3.110 -0.08
C -1.697 -0.565 3.349 -0.60
C -0.496 -0.085 4.166 -0.08
C -2.463 -1.617 4.161 -0.08
Si -1.258 -1.281 1.659 0.57
O -0.499 -0.102 0.757 -0.35
C -2.812 -1.670 0.683 -0.22
C -3.230 -0.797 -0.322 -0.10
C -4.393 -1.024 -1.046 -0.08
C -5.170 -2.141 -0.776 -0.07
C -4.780 -3.019 0.223 -0.06
C -3.618 -2.781 0.942 -0.10
C -0.151 -2.800 1.708 -0.20
C 1.007 -2.875 2.489 -0.11
C 1.825 -3.995 2.482 -0.08
C 1.494 -5.088 1.692 -0.07
C 0.352 -5.042 0.910 -0.08
C -0.452 -3.910 0.914 -0.09
H -2.930 1.063 4.069 0.09
H -3.516 0.375 2.558 0.08
H -2.102 1.435 2.555 0.07
H -0.852 0.406 5.077 0.09
H 0.097 0.654 3.620 0.06
H 0.153 -0.900 4.486 0.07
H -2.718 -1.208 5.142 0.09
H -1.873 -2.520 4.327 0.09
H -3.396 -1.905 3.676 0.08
H -2.651 0.097 -0.528 0.07
H -4.707 -0.325 -1.812 0.09
H -6.079 -2.322 -1.333 0.11
H -5.385 -3.887 0.445 0.11
H -3.338 -3.484 1.718 0.11
H 1.281 -2.056 3.144 0.08
H 2.704 -4.027 3.112 0.11
H 2.113 -5.975 1.703 0.11
H 0.078 -5.894 0.301 0.11
H -1.336 -3.900 0.290 0.10
C -2.905 1.727 -3.311 0.01
N -2.027 2.895 -3.285 -0.11
C -2.405 4.012 -4.156 0.00
C -1.001 2.976 -2.463 -0.44
C -0.183 4.231 -2.427 0.03
O -0.720 2.021 -1.677 -0.11
H -3.931 2.059 -3.162 0.11
H -2.628 1.036 -2.522 0.06
H -2.825 1.241 -4.283 0.11
H -3.188 3.668 -4.825 0.10
H -1.560 4.343 -4.756 0.10
H -2.790 4.845 -3.567 0.11
H -0.794 5.075 -2.103 0.11
H 0.208 4.479 -3.413 0.10
H 0.648 4.098 -1.738 0.08
```

Values from the calculation:
calculated total energy: -80272.50805 eV
highest occupied orbital energy: -13.24 eV
total charge: +2
relative energy (zero: lowest compared OMol25 entry of this formula, charge and spin): 0.0000 eV
gap between HOMO and LUMO: 8.258 eV
spin multiplicity: 1

=====

Formula: C38H47AsN6P3S5Tc
Source: the OMol25 dataset
Level of theory: ωB97M-V/def2-TZVPD

```
101
Properties=species:S:1:pos:R:3:lowdin_spin:R:1
Tc 0.046 0.234 -1.650 2.52
S 4.279 -3.708 -4.447 0.01
As 3.373 -3.958 -2.656 0.00
S 1.630 -1.484 -1.658 0.20
S 0.431 -3.176 -1.591 0.08
S 1.145 -4.267 -3.196 0.01
C 1.126 0.108 7.390 0.00
S 1.451 1.409 6.172 0.00
C -0.226 1.601 5.484 0.00
C -0.567 0.569 4.414 0.00
C 0.432 0.642 3.260 0.00
N 0.003 -0.159 2.106 0.01
P 0.820 -1.644 1.796 0.00
C 0.636 -2.604 3.342 0.00
C -0.167 -3.740 3.230 0.00
C -0.315 -4.612 4.299 0.00
C 0.363 -4.365 5.483 0.00
C 1.174 -3.244 5.598 0.00
C 1.316 -2.367 4.535 0.00
C 2.583 -1.159 1.887 0.00
C 3.531 -2.170 2.050 0.00
C 4.872 -1.925 1.794 0.00
C 5.282 -0.668 1.376 0.00
C 4.351 0.352 1.243 0.00
C 3.009 0.104 1.479 0.00
P -0.657 0.528 0.659 0.03
C -0.969 2.215 1.292 0.00
C 0.008 3.183 1.063 0.00
C -0.104 4.449 1.615 0.00
C -1.203 4.765 2.400 0.00
C -2.179 3.807 2.637 0.00
C -2.062 2.537 2.094 0.00
C -2.352 -0.181 0.619 0.01
C -3.412 0.564 0.098 0.00
C -4.674 0.004 -0.028 0.00
C -4.889 -1.315 0.345 0.00
C -3.836 -2.074 0.831 0.00
C -2.578 -1.508 0.974 0.00
H 2.061 -0.066 7.918 0.00
H 0.803 -0.805 6.895 0.00
H 0.368 0.452 8.091 0.00
H -0.249 2.607 5.059 0.00
H -0.924 1.559 6.321 0.00
H -1.573 0.771 4.037 0.00
H -0.566 -0.440 4.834 0.00
H 1.399 0.280 3.605 0.00
H 0.568 1.688 2.980 0.00
H -0.654 -3.956 2.286 0.00
H -0.938 -5.491 4.202 0.00
H 0.275 -5.056 6.311 0.00
H 1.717 -3.067 6.518 0.00
H 1.974 -1.510 4.629 0.00
H 3.209 -3.156 2.366 0.00
H 5.597 -2.720 1.911 0.00
H 6.325 -0.484 1.154 0.00
H 4.674 1.339 0.934 0.00
H 2.286 0.899 1.330 0.00
H 0.869 2.928 0.455 0.00
H 0.674 5.184 1.452 0.00
H -1.296 5.752 2.834 0.00
H -3.036 4.052 3.250 0.00
H -2.834 1.804 2.281 0.00
H -3.251 1.593 -0.192 0.00
H -5.491 0.604 -0.409 0.00
H -5.877 -1.749 0.264 0.00
H -3.993 -3.111 1.097 0.00
H -1.770 -2.095 1.385 0.00
C 1.158 0.324 -6.997 0.00
N 1.607 -0.860 -6.279 0.00
C 0.682 -1.962 -6.518 0.00
N -0.690 -1.618 -6.156 0.00
C -1.097 -0.426 -6.885 0.00
N -0.210 0.711 -6.654 0.00
C -0.305 1.195 -5.287 0.00
P 0.196 -0.092 -4.023 -0.01
C 1.785 -0.606 -4.864 0.00
C -0.858 -1.476 -4.722 0.00
H 1.199 0.118 -8.068 0.00
H 1.828 1.155 -6.766 0.00
H 1.000 -2.831 -5.940 0.00
H 0.707 -2.209 -7.581 0.00
H -2.115 -0.155 -6.596 0.00
H -1.082 -0.656 -7.952 0.00
H -1.337 1.507 -5.096 0.00
H 0.341 2.072 -5.176 0.00
H 2.165 -1.508 -4.379 0.00
H 2.525 0.187 -4.718 0.00
H -1.910 -1.272 -4.502 0.00
H -0.578 -2.413 -4.233 0.00
C 0.333 3.649 -2.173 0.02
C -1.003 3.035 -2.391 0.03
N -1.304 1.757 -2.212 0.03
C -2.614 1.591 -2.621 0.01
C -3.105 2.786 -3.029 0.00
N -2.077 3.686 -2.878 0.01
H 1.048 2.857 -1.942 0.02
H 0.312 4.372 -1.357 0.00
H 0.666 4.162 -3.076 0.00
H -3.095 0.629 -2.588 0.00
H -4.075 3.069 -3.393 0.00
H -2.116 4.670 -3.083 0.00
```

Values from the calculation:
⟨S²⟩: 3.771
calculated total energy: -194185.87913 eV
highest occupied orbital energy (spin up / spin down): -9.85 / -10.06 eV
total charge: +1
gap between HOMO and LUMO (spin up / spin down): 6.460 / 6.540 eV
spin multiplicity: 4